{
  "formula": "C4H8O2",
  "method": "ωB97M-V with the def2-TZVPD basis set",
  "species": ["O", "C", "C", "O", "H", "H", "H", "H", "C", "C", "H", "H", "H", "H"],
  "xyz": [[-2.568434, 1.040293, -0.394429], [-1.763914, 0.505873, 0.330382], [-1.412373, -0.966727, 0.249721], [-0.103170, -1.303859, 0.618911], [-1.251323, 1.077642, 1.136754], [-2.065503, -1.483319, 0.964269], [-1.682380, -1.318761, -0.756216], [0.498855, -0.546176, 0.569316], [2.081819, 0.667323, 0.086154], [1.385619, 0.347732, -1.003415], [1.844601, 1.546606, 0.679648], [2.903716, 0.045621, 0.433538], [0.535618, 0.940328, -1.339135], [1.596870, -0.552576, -1.575499]],
  "forces_ev_per_angstrom": [[0.401, -0.242, 0.350], [-0.217, 0.077, -0.141], [-0.353, -0.057, -0.055], [0.004, -0.208, 0.438], [-0.003, -0.039, -0.088], [-0.208, 0.093, -0.120], [0.158, 0.042, 0.126], [-0.309, -0.235, -0.154], [0.073, 0.113, -0.286], [0.248, 0.224, 0.001], [0.054, -0.066, -0.118], [-0.097, 0.118, -0.072], [0.213, 0.005, 0.023], [0.036, 0.175, 0.096]],
  "mulliken_charge": [-0.47, 0.03, -0.27, -0.52, 0.36, 0.30, 0.25, 0.26, -0.50, -0.53, 0.25, 0.28, 0.33, 0.23],
  "e_lumo_ev": 0.9,
  "smiles": "O=CCO.C=C",
  "largest_force_ha_per_bohr": 0.011,
  "total_charge": 0,
  "orbital_gap_ev": 10.9,
  "homo_energy_ev": -10.00,
  "de_lowest_kcal_mol": 58.9
}

=====

{
  "formula": "C24H25N10O5RbS",
  "method": "ωB97M-V with the def2-TZVPD basis set",
  "species": ["Rb", "N", "C", "S", "N", "N", "C", "C", "C", "C", "C", "C", "N", "H", "H", "H", "H", "H", "H", "H", "O", "C", "C", "C", "C", "C", "C", "C", "C", "N", "H", "H", "H", "H", "H", "H", "H", "H", "H", "H", "H", "O", "C", "O", "C", "C", "C", "N", "C", "C", "C", "O", "O", "H", "H", "H", "N", "C", "N", "N", "C", "N", "H", "H", "H", "H"],
  "xyz": [[-0.114238, -0.805385, -0.664744], [4.575942, -1.644873, 2.655180], [3.653553, -1.430535, 1.650719], [2.483130, -2.663262, 1.412813], [3.860301, -0.285066, 1.018256], [3.039684, -0.026349, -0.039713], [3.290573, 1.098667, -0.601415], [2.589169, 1.593927, -1.796431], [2.892742, 2.873478, -2.256666], [2.254506, 3.353948, -3.388736], [1.334230, 2.546359, -4.026571], [1.087137, 1.285513, -3.493376], [1.691080, 0.815790, -2.411558], [4.292867, -2.327057, 3.338068], [5.021376, -0.808020, 2.999296], [4.079636, 1.736158, -0.193717], [3.623957, 3.473117, -1.728281], [2.476868, 4.345880, -3.763991], [0.810281, 2.869135, -4.915342], [0.383563, 0.615205, -3.970894], [0.366261, 1.656291, 0.875545], [-0.354260, 2.699508, 1.520790], [-0.473095, 3.943716, 0.656152], [-0.933785, 3.635470, -0.771979], [-2.153954, 2.737256, -0.868622], [-3.284671, 2.950911, -0.085255], [-4.358113, 2.083554, -0.186291], [-4.282502, 1.035496, -1.087287], [-3.123109, 0.902778, -1.830018], [-2.070683, 1.722431, -1.732262], [1.286590, 1.918003, 0.767224], [0.106903, 2.942112, 2.484502], [-1.339111, 2.285447, 1.721088], [0.495890, 4.454998, 0.612605], [-1.164289, 4.637460, 1.144416], [-0.132784, 3.141822, -1.320127], [-1.133219, 4.581067, -1.287195], [-3.308399, 3.770240, 0.623871], [-5.225649, 2.194579, 0.453110], [-5.059256, 0.288245, -1.168316], [-3.022019, 0.063376, -2.509758], [-7.159005, -0.308229, 2.774667], [-6.124987, 0.151056, 3.296315], [-6.008673, 0.929838, 4.270376], [-4.791966, -0.226548, 2.602818], [-3.581454, 0.248980, 3.105008], [-2.411851, -0.050172, 2.431341], [-2.368219, -0.758120, 1.302758], [-3.521705, -1.243496, 0.819673], [-4.743704, -1.000845, 1.452398], [-3.463690, -1.996075, -0.542861], [-4.537563, -2.087676, -1.157935], [-2.318825, -2.390314, -0.909688], [-3.588442, 0.848502, 4.005879], [-1.452572, 0.295574, 2.806729], [-5.656330, -1.384933, 1.019839], [2.678014, -2.680451, -1.914009], [3.849361, -2.164589, -2.278165], [4.893407, -2.316812, -1.398223], [4.101875, -1.593961, -3.431420], [3.073070, -1.427287, -4.235332], [2.192314, -1.281844, -4.974110], [2.499555, -2.828899, -0.915194], [1.886613, -2.553051, -2.526815], [4.633882, -2.464017, -0.436971], [5.642928, -1.670298, -1.553829]],
  "forces_ev_per_angstrom": [[-0.092, -0.089, 0.325], [0.000, -0.026, 0.069], [-0.163, 0.250, -0.200], [0.092, 0.057, -0.158], [0.000, -0.072, 0.095], [0.097, 0.080, 0.028], [-0.016, -0.128, 0.040], [-0.025, -0.058, 0.116], [0.031, 0.074, -0.033], [0.061, 0.038, 0.058], [-0.099, -0.099, -0.030], [0.015, 0.037, -0.028], [0.056, 0.010, 0.043], [0.001, 0.023, -0.001], [0.010, -0.001, -0.008], [0.021, -0.008, -0.015], [-0.001, -0.007, -0.010], [-0.002, -0.004, 0.003], [-0.007, 0.006, 0.005], [-0.021, 0.029, -0.013], [-0.007, 0.065, 0.068], [0.043, -0.086, -0.050], [0.003, 0.016, -0.033], [-0.138, -0.060, -0.016], [0.165, 0.134, 0.055], [0.092, 0.068, -0.001], [-0.056, -0.018, 0.026], [-0.071, 0.077, 0.031], [0.089, -0.045, -0.121], [-0.088, -0.061, 0.030], [0.080, -0.066, 0.013], [-0.010, 0.024, 0.021], [-0.054, -0.013, 0.003], [-0.012, 0.014, -0.040], [-0.008, -0.010, 0.040], [0.020, -0.049, -0.036], [-0.010, -0.005, -0.025], [0.010, 0.002, -0.003], [0.015, 0.014, -0.001], [0.016, -0.017, -0.034], [0.007, -0.007, -0.007], [0.013, -0.103, 0.047], [-0.017, 0.305, -0.142], [-0.003, -0.115, 0.051], [0.102, -0.052, 0.088], [-0.094, -0.029, -0.018], [-0.131, -0.029, -0.010], [-0.093, -0.227, -0.146], [0.098, 0.104, -0.049], [0.109, -0.036, -0.071], [0.552, 0.008, 0.182], [-0.115, -0.054, -0.035], [-0.440, 0.166, 0.051], [-0.018, 0.002, -0.003], [0.035, 0.017, 0.010], [-0.010, 0.001, 0.008], [-0.414, -0.255, 0.208], [0.573, -0.101, 0.527], [-0.537, -0.059, -0.543], [0.310, 0.251, -0.128], [-0.051, -0.129, -0.171], [-0.115, 0.032, -0.192], [0.025, 0.045, -0.086], [0.116, 0.050, -0.020], [-0.048, -0.024, 0.226], [0.107, 0.145, 0.005]],
  "mulliken_charge": [0.64, -0.49, 0.23, -0.48, -1.18, 1.13, -1.48, 1.34, -0.75, -0.54, -0.54, -0.54, 0.31, 0.23, 0.25, 0.16, 0.43, 0.37, 0.41, 0.40, 0.02, -0.55, -0.98, 0.73, 0.23, -0.61, -0.36, -0.62, -0.41, -0.19, 0.05, 0.37, 0.19, 0.40, 0.43, -0.69, 0.44, 0.29, 0.41, 0.53, 0.51, -0.74, 0.47, -0.76, 0.15, -0.51, -0.79, -0.01, 0.18, -0.27, 0.19, -0.75, -0.77, 0.45, 0.67, 0.50, -0.22, 0.71, -0.45, -0.79, 0.69, -0.66, -0.04, 0.20, 0.19, 0.25],
  "e_lumo_ev": 3.4,
  "largest_force_ha_per_bohr": 0.015,
  "total_charge": -2,
  "orbital_gap_ev": 6.3,
  "homo_energy_ev": -2.94,
  "de_lowest_kcal_mol": 0.0
}

=====

{
  "formula": "C21H21FN2O3S2Sn",
  "method": "ωB97M-V with the def2-TZVPD basis set",
  "species": ["Sn", "S", "C", "C", "C", "C", "C", "N", "H", "H", "H", "H", "C", "C", "C", "C", "C", "C", "C", "F", "C", "C", "C", "O", "C", "C", "N", "C", "C", "O", "O", "H", "H", "H", "H", "H", "H", "H", "H", "H", "H", "H", "C", "S", "C", "H", "H", "H", "H", "H", "H"],
  "xyz": [[0.344813, 0.479031, -0.314512], [-1.673896, -1.043220, 0.147139], [-2.607572, 0.423598, 0.082455], [-4.004845, 0.432343, 0.177458], [-4.661092, 1.643581, 0.178823], [-3.930773, 2.826713, 0.068297], [-2.560625, 2.731626, -0.047245], [-1.916377, 1.565308, -0.038195], [-4.528031, -0.510479, 0.252897], [-5.739095, 1.685147, 0.270191], [-4.415797, 3.792138, 0.065964], [-1.939692, 3.614648, -0.154852], [4.627422, 1.255706, 6.095654], [4.148855, -0.182460, 5.892294], [3.638390, -0.841772, 7.167582], [2.399235, -0.123214, 7.689712], [1.389003, 0.102889, 6.594036], [0.065349, 0.330246, 6.900133], [-0.859970, 0.566606, 5.888059], [-2.142580, 0.774612, 6.237755], [-0.500976, 0.588922, 4.570532], [0.834161, 0.340920, 4.233413], [1.226628, 0.343884, 2.824002], [0.425535, 0.804102, 1.977695], [2.525526, -0.175839, 2.548781], [3.394078, -0.363430, 3.582442], [3.085222, -0.197579, 4.879555], [1.780002, 0.088313, 5.240275], [3.041480, -0.503985, 1.154323], [4.254325, -0.582910, 1.003564], [2.146899, -0.759907, 0.273302], [5.405138, 1.308498, 6.858122], [3.795832, 1.895722, 6.392932], [5.034497, 1.643746, 5.161758], [4.970276, -0.778067, 5.493590], [4.427533, -0.831829, 7.919286], [3.394818, -1.883248, 6.945135], [2.686234, 0.844957, 8.110236], [1.942679, -0.697694, 8.495807], [-0.272890, 0.313623, 7.928680], [-1.217838, 0.779551, 3.783439], [4.410841, -0.654038, 3.346401], [0.055305, 0.180668, -4.834294], [-0.591182, -0.578815, -3.321900], [0.678157, -1.842399, -3.066005], [1.076917, 0.521771, -4.673336], [-0.583105, 1.029785, -5.066586], [0.019890, -0.537773, -5.651216], [0.591145, -2.627280, -3.814425], [0.509889, -2.265080, -2.076095], [1.667860, -1.389535, -3.099060]],
  "forces_ev_per_angstrom": [[0.668, 0.320, 0.259], [0.305, -0.312, 0.022], [-0.100, 0.207, 0.007], [0.034, -0.027, -0.027], [0.034, 0.055, 0.015], [-0.014, -0.007, -0.022], [0.001, 0.035, -0.063], [-0.170, -0.118, 0.227], [-0.056, 0.035, 0.020], [-0.005, -0.056, -0.019], [0.000, 0.000, 0.006], [-0.012, -0.006, 0.024], [-0.055, -0.106, -0.080], [0.150, 0.108, 0.190], [-0.120, 0.030, -0.061], [0.077, -0.008, -0.067], [0.029, 0.006, 0.128], [0.015, -0.009, -0.057], [0.075, 0.000, -0.095], [-0.006, 0.008, 0.006], [-0.094, 0.047, 0.014], [0.115, 0.023, 0.101], [0.216, -0.128, 0.120], [-0.227, -0.022, -0.355], [-0.133, 0.108, -0.314], [-0.020, 0.062, 0.129], [0.075, -0.120, -0.165], [-0.294, 0.053, -0.072], [0.195, -0.227, 0.236], [-0.163, 0.034, -0.022], [-0.438, 0.077, -0.170], [-0.024, -0.041, 0.016], [0.042, 0.041, 0.018], [0.000, 0.033, 0.015], [-0.041, -0.020, -0.071], [0.021, -0.037, -0.016], [0.025, -0.009, 0.031], [-0.021, -0.025, 0.049], [-0.008, 0.031, 0.024], [0.014, 0.022, 0.005], [-0.006, -0.012, 0.024], [0.019, 0.042, 0.031], [-0.038, -0.193, 0.291], [-0.062, -0.047, -0.190], [-0.183, 0.176, -0.030], [0.003, 0.043, -0.056], [0.012, 0.011, -0.035], [0.040, 0.053, -0.062], [0.046, -0.027, 0.005], [0.041, -0.059, -0.017], [0.035, -0.044, 0.051]],
  "mulliken_charge": [0.66, -0.43, 0.79, -0.74, -0.14, -0.57, -0.56, -0.16, 0.39, 0.39, 0.40, 0.40, -1.42, -0.19, -1.04, -1.20, 1.07, -0.71, 0.18, -0.36, -1.09, 0.45, 1.39, -0.72, -0.08, -0.35, 0.12, -0.35, 0.21, -0.70, -0.69, 0.39, 0.37, 0.38, 0.50, 0.44, 0.34, 0.36, 0.48, 0.52, 0.70, 0.47, -0.90, 0.05, -0.86, 0.25, 0.33, 0.32, 0.38, 0.24, 0.29],
  "e_lumo_ev": -0.1,
  "largest_force_ha_per_bohr": 0.015,
  "total_charge": 0,
  "orbital_gap_ev": 7.4,
  "homo_energy_ev": -7.56
}

=====

{
  "formula": "CH2NO3P",
  "method": "ωB97M-V with the def2-TZVPD basis set",
  "species": ["C", "N", "O", "O", "O", "P", "H", "H"],
  "xyz": [[-0.706724, -0.168806, 0.044340], [-1.561765, 0.145192, 0.926049], [1.150271, 1.026674, -1.337718], [1.670085, 0.712212, 1.174888], [1.704015, -1.297689, -0.349875], [1.173785, 0.101551, -0.100538], [-0.810848, -0.519650, -1.051848], [-2.618818, 0.000516, 0.694702]],
  "forces_ev_per_angstrom": [[0.513, -1.708, -2.982], [-4.426, 0.497, 1.164], [0.196, -0.450, 0.538], [-0.249, 0.539, 0.913], [-0.145, -0.352, -0.282], [1.627, 0.603, -1.568], [-0.060, 0.576, 1.540], [2.544, 0.295, 0.678]],
  "mulliken_spin": [0.91, 0.49, 0.10, 0.14, 0.10, 0.04, 0.13, 0.10],
  "e_lumo_ev": [7.8, 6.7],
  "spin_multiplicity": 3,
  "largest_force_ha_per_bohr": 0.090,
  "total_charge": -2,
  "orbital_gap_ev": [3.8, 6.0],
  "homo_energy_ev": [3.93, 0.61],
  "de_lowest_kcal_mol": 26.7
}